Entry 1:
C3H3KO2 | ωB97M-V with the def2-TZVPD basis set

As for the net charge: +1. The relative energy (zero: lowest compared OMol25 entry of this formula, charge and spin) comes out at 0.0 kJ/mol. The HOMO energy (spin up / spin down) comes out at -13.2 / -14.6 eV. The spin multiplicity is 2. Its largest force on an atom is 2.57 eV Å⁻¹. For the molar mass, the calculation gives 110.2 g mol⁻¹.

Each line ends with the natural charge from an NBO analysis.
Geometry (Å):
O 2.580 3.418 0.886  -0.435
C 2.757 2.349 0.488  1.047
O 2.605 1.241 0.153  -0.609
K 1.356 -1.256 -0.536  0.990
C -1.560 -0.738 0.512  -0.113
C -1.936 -1.173 -0.673  -0.554
H -1.570 -1.108 1.540  0.201
H -2.369 -2.177 -0.793  0.243
H -1.864 -0.556 -1.577  0.231

Entry 2:
C3H3KO3 | ωB97M-V with the def2-TZVPD basis set

As for the net charge: +1. The relative energy (zero: lowest compared OMol25 entry of this formula, charge and spin) comes out at 0.0 kJ/mol. The HOMO energy (spin up / spin down) comes out at -11.3 / -15.4 eV. The spin multiplicity is 2. Its largest force on an atom is 3.42 eV Å⁻¹. For the molar mass, the calculation gives 126.2 g mol⁻¹.

Each line ends with the natural charge from an NBO analysis.
Geometry (Å):
O 0.662 0.429 -0.732  -0.455
K -2.316 -1.408 -3.539  0.997
O -1.347 0.118 -1.666  -0.697
C -0.637 0.307 -0.710  1.007
O -1.070 -0.059 0.570  -0.465
C 1.205 0.323 0.669  -0.149
H 1.656 1.297 0.905  0.229
H 1.975 -0.461 0.680  0.226
C -0.022 0.008 1.449  0.094
H -0.107 -0.554 2.375  0.213

Entry 3:
C3H3Li2MgO3 | ωB97M-V with the def2-TZVPD basis set

As for the net charge: +1. The relative energy (zero: lowest compared OMol25 entry of this formula, charge and spin) comes out at 0.0 kJ/mol. The HOMO energy comes out at -11.9 eV. Its largest force on an atom is 1.65 eV Å⁻¹. For the molar mass, the calculation gives 125.2 g mol⁻¹.

Each line ends with the natural charge from an NBO analysis.
Geometry (Å):
O 1.718 -0.188 -1.197  -0.818
Li 2.947 -0.220 0.186  0.953
C 0.538 -0.145 -0.763  0.386
O -0.219 0.897 -1.191  -0.566
C -1.659 0.551 -1.209  -0.683
H -1.903 0.234 -2.235  0.205
H -2.192 1.496 -1.024  0.195
Mg -1.425 -0.870 0.373  1.552
C 0.912 -0.690 1.440  -0.294
O -0.251 -0.515 2.002  -1.011
Li 0.414 1.226 2.340  0.954
H 1.119 -1.775 1.279  0.128